Entry from the OMol25 dataset: C12H12Cl2N2OS as an isolated structure at a distorted geometry (ωB97M-V with the def2-TZVPD basis set).

The value obtained for the strongest force on any atom is 15.6 eV Å⁻¹. The spin multiplicity is 1. The calculation puts the LUMO energy at -0.1 eV. For the total energy, the calculation gives -1967.4093 a.u. Its total charge is 0. The frontier orbital gap comes out at 8.317 eV.

Cartesian coordinates (Å):
C (-2.30429, -1.20517, -1.62178)
N (-2.00031, -0.87876, -0.32999)
C (-0.84446, -0.87144, 0.35285)
N (-1.09157, -0.61082, 1.59860)
C (-2.42313, -0.38635, 1.58733)
C (-3.15655, -0.47586, 0.60281)
C (-4.59907, -0.24659, 0.31078)
H (-4.96820, -0.97563, -0.46518)
H (-5.15035, 0.13829, 0.94684)
O (-4.57597, 0.87700, -0.81831)
H (-4.30677, 1.92789, -0.40941)
H (-2.93382, 0.25058, 2.57091)
S (0.50154, -1.72259, -0.44567)
C (1.67370, -0.90642, 1.01146)
C (2.62457, -0.03786, 0.29176)
C (3.85675, -0.43832, 0.18335)
C (4.87488, 0.33106, -0.41819)
C (4.43047, 1.75812, -0.57754)
C (3.29660, 2.33435, -0.38716)
C (2.26330, 1.36260, 0.32234)
Cl (0.65863, 1.86168, 0.51184)
H (2.76937, 3.34634, -0.31367)
H (5.16690, 2.63052, -1.01482)
H (5.76591, 0.20608, -0.55939)
Cl (4.43235, -1.87462, 0.02078)
H (2.23012, -1.86591, 1.33752)
H (1.02553, -0.74304, 1.74184)
H (-3.04428, -0.35803, -2.17437)
H (-1.48410, -1.15783, -2.12168)
H (-2.68773, -2.26926, -1.73384)

=====

Entry from the OMol25 dataset: an isolated ion of composition CH3O4 and charge +1 at a distorted geometry (ωB97M-V with the def2-TZVPD basis set).

The value obtained for the strongest force on any atom is 4.0 eV Å⁻¹. The spin multiplicity is 1. The calculation puts the LUMO energy (spin up / spin down) at -10.1 / -7.6 eV. For the total energy, the calculation gives -340.2209 a.u. Its total charge is +1. The frontier orbital gap (spin up / spin down) comes out at 6.004 / 9.566 eV.

Cartesian coordinates (Å):
C (0.58656, 0.24706, -0.04592)
O (-2.65788, -0.58621, -0.73633)
O (1.44185, -0.09603, 0.87989)
O (-0.73048, -0.26115, 0.22704)
O (-1.51856, -0.46372, -0.92891)
H (1.03166, 0.15705, -1.06154)
H (0.60238, 1.44411, -0.07945)
H (1.24447, -0.44111, 1.74523)

=====

Entry from the OMol25 dataset: a 2-piece molecular cluster, C8H12N5O overall at a distorted geometry (ωB97M-V with the def2-TZVPD basis set).

The value obtained for the strongest force on any atom is 5.1 eV Å⁻¹. The spin multiplicity is 1. The calculation puts the LUMO energy at -3.7 eV. For the total energy, the calculation gives -660.7132 a.u. Its total charge is +1. The frontier orbital gap comes out at 8.206 eV.

Cartesian coordinates (Å):
C (3.61015, -0.87235, 0.86842)
C (3.02147, 0.27662, 0.38873)
C (3.11685, -2.10114, 0.54432)
C (1.91304, 0.08995, -0.37547)
C (1.49960, -1.22579, -0.73415)
C (-2.34797, -0.33343, 0.05398)
C (0.06474, 0.20458, -1.54551)
C (0.67014, 2.20900, -0.40414)
N (2.12716, -2.30523, -0.34002)
N (0.39677, -1.13965, -1.51009)
N (0.90682, 0.90029, -0.80653)
N (-3.31289, -0.81657, -0.61772)
N (-2.06271, -0.70558, 1.25030)
O (-4.30157, -1.66827, 0.23885)
H (4.43018, -0.79680, 1.56666)
H (3.28335, 1.21442, 0.83605)
H (3.47986, -3.05147, 0.81636)
H (-0.76256, 0.59833, -2.04860)
H (0.76014, 2.32066, 0.61338)
H (1.26452, 2.99305, -0.95044)
H (-0.39474, 2.52793, -0.62845)
H (-0.29078, -1.84920, -1.86404)
H (-3.81746, -0.57437, -1.39149)
H (-1.20013, -0.26006, 1.63917)
H (-2.57390, -1.23124, 2.00680)
H (-5.12712, -1.83436, -0.21939)

=====

Entry from the OMol25 dataset: C36H38B2Cl4F4N7O9SSeSr as an isolated structure at a distorted geometry (ωB97M-V with the def2-TZVPD basis set).

The value obtained for the strongest force on any atom is 2.4 eV Å⁻¹. The spin multiplicity is 1. The calculation puts the LUMO energy at 2.0 eV. For the total energy, the calculation gives -7575.7997 a.u. Its total charge is -1. The frontier orbital gap comes out at 7.456 eV.

Cartesian coordinates (Å):
Sr (-1.46870, 0.78386, -1.19583)
C (-2.26656, 3.32693, 3.23096)
C (-1.87511, 2.65931, 1.95574)
N (-1.88848, 1.39373, 1.74218)
O (-2.33268, 0.67055, 2.81857)
B (-3.08664, -0.61768, 2.53636)
F (-2.42934, -1.61477, 3.27586)
F (-4.38606, -0.40610, 2.99991)
O (-3.10644, -1.09152, 1.14861)
N (-3.43529, -0.11752, 0.22443)
C (-4.54922, -0.20708, -0.38311)
C (-5.58169, -1.25400, -0.13782)
C (-4.81648, 0.96321, -1.31929)
N (-3.79300, 1.57807, -1.77189)
O (-4.01817, 2.76874, -2.39230)
B (-2.87761, 3.74556, -2.49811)
F (-2.24258, 3.62234, -3.72868)
F (-3.48030, 4.98170, -2.34247)
O (-1.73412, 3.61132, -1.49448)
N (-2.11757, 3.08517, -0.28806)
C (-1.52006, 3.48503, 0.76174)
C (-0.52360, 4.59321, 0.81634)
C (-6.23099, 1.39000, -1.53705)
H (-3.00556, 2.73364, 3.76416)
H (-2.66525, 4.32300, 3.03532)
H (-1.40694, 3.44783, 3.89807)
H (-5.13673, -2.09505, 0.38649)
H (-6.01426, -1.58552, -1.08224)
H (-6.38937, -0.86251, 0.48322)
H (0.44734, 4.20424, 0.49937)
H (-0.42772, 4.98235, 1.82969)
H (-0.79586, 5.39643, 0.13364)
H (-6.81928, 1.26287, -0.62844)
H (-6.69583, 0.77856, -2.31436)
H (-6.27299, 2.42909, -1.85357)
Cl (0.52535, -5.41070, -5.11396)
C (-0.13941, -4.29263, -3.97107)
C (-1.43484, -3.82075, -4.10616)
Cl (-2.40880, -4.34209, -5.44314)
C (-1.96584, -2.92301, -3.17825)
Cl (-3.58781, -2.33553, -3.31586)
C (-1.20562, -2.48138, -2.10597)
O (-1.58810, -1.63916, -1.18890)
C (0.09055, -2.98895, -1.97018)
O (0.84346, -2.61681, -0.89367)
C (0.62864, -3.87183, -2.88225)
Cl (2.25512, -4.43858, -2.66303)
C (0.26849, -3.38684, 3.69239)
C (1.30039, -2.46432, 4.32263)
C (0.84371, -1.02400, 4.48191)
C (0.56837, -0.30394, 3.17114)
N (1.73911, -0.36460, 2.26534)
C (1.84042, -1.08625, 1.13707)
Se (0.06729, -1.51223, 0.33056)
N (3.08769, -0.99489, 0.66121)
C (3.68206, -1.73598, -0.46135)
C (4.67478, -2.77341, 0.04183)
C (4.14336, -3.66621, 1.15339)
C (2.90684, -4.47025, 0.78833)
C (3.81780, -0.14913, 1.49699)
C (5.11879, 0.33118, 1.40446)
C (5.52182, 1.21780, 2.38385)
C (4.65610, 1.62013, 3.41405)
C (3.35969, 1.15006, 3.49590)
C (2.96333, 0.25241, 2.51095)
H (0.62638, -4.41675, 3.69479)
H (0.04246, -3.12048, 2.65737)
H (-0.68003, -3.34984, 4.23119)
H (2.22542, -2.48272, 3.73470)
H (1.57830, -2.83709, 5.31279)
H (1.59840, -0.47520, 5.05139)
H (-0.08437, -0.97037, 5.05694)
H (0.31423, 0.74399, 3.32030)
H (-0.28766, -0.74456, 2.66139)
H (4.14399, -1.00491, -1.12541)
H (2.85532, -2.18292, -0.99829)
H (5.58737, -2.28355, 0.38897)
H (4.95946, -3.37157, -0.82993)
H (3.93219, -3.04684, 2.03266)
H (4.94816, -4.34182, 1.45751)
H (2.03874, -3.84117, 0.57673)
H (2.62947, -5.14380, 1.59955)
H (3.07145, -5.07616, -0.10465)
H (5.77029, 0.04471, 0.59333)
H (6.52273, 1.62508, 2.34447)
H (5.00981, 2.32717, 4.15190)
H (2.68637, 1.47548, 4.27379)
O (-1.33806, 0.16356, -3.95640)
C (-0.27817, 0.65919, -3.61501)
N (0.47458, 0.18858, -2.51778)
S (1.36998, 1.37183, -1.88528)
O (0.69022, 1.81107, -0.64699)
O (2.76999, 1.07119, -1.72841)
C (1.13129, 2.52113, -3.18783)
C (1.75442, 3.74200, -3.37119)
C (1.46731, 4.41173, -4.55195)
C (0.59550, 3.87009, -5.49604)
C (-0.02395, 2.64915, -5.28244)
C (0.26980, 1.97518, -4.11229)
H (2.42487, 4.15760, -2.63322)
H (1.92293, 5.37428, -4.74455)
H (0.38681, 4.42593, -6.40011)
H (-0.73552, 2.23766, -5.98313)